This record from the Open Molecules 2025 dataset describes C5H11P in the gas phase. The level of theory is ωB97M-V/def2-TZVPD.

Last columns: bonded neighbours and bond lengths (Å).
CARTESIAN COORDINATES (ANGSTROEM)
1 C -0.395 -1.503 -0.292  C2 1.443, H7 1.110, H8 1.102, H9 1.147
2 C -0.569 -0.098 -0.014  C1 1.443, C3 1.552, C4 1.518, C5 1.684
3 C -1.923 0.319 0.619  C2 1.552, H10 1.070, H11 1.037, H12 1.210
4 C 0.082 0.809 -1.042  C2 1.518, C5 1.510, H13 1.139, H14 1.063
5 C 0.827 0.799 0.271  C2 1.684, C4 1.510, P6 1.849, H15 1.032
6 P 2.283 -0.334 0.146  C5 1.849, H16 1.493, H17 1.490
7 H -1.374 -1.840 -0.691  C1 1.110
8 H 0.031 -1.877 0.653  C1 1.102
9 H 0.437 -1.857 -0.998  C1 1.147
10 H -2.724 -0.081 0.033  C3 1.070
11 H -1.862 1.351 0.691  C3 1.037
12 H -1.983 -0.056 1.769  C3 1.210
13 H -0.410 1.825 -1.198  C4 1.139
14 H 0.591 0.214 -1.761  C4 1.063
15 H 0.789 1.512 1.016  C5 1.032
16 H 3.033 0.166 1.337  P6 1.493
17 H 3.167 0.651 -0.538  P6 1.490

Energy ... -14649.251 eV
LUMO level ... 1.02 eV
2S+1 ... 1
ΔE to the lowest compared entry with this formula, charge and spin ... 47.8 kcal per mole
SMILES ... CC1(C)C[C@@H]1P

***

This record from the Open Molecules 2025 dataset describes C4H5NO in the gas phase. The level of theory is ωB97M-V/def2-TZVPD.

Last columns: bonded neighbours and bond lengths (Å).
CARTESIAN COORDINATES (ANGSTROEM)
1 C 3.036 0.219 0.015  C2 1.206, H7 1.071
2 C 1.833 0.152 0.035  C1 1.206, C3 1.463
3 C 0.383 0.289 0.178  C2 1.463, O4 1.222, N5 1.347
4 O -0.076 1.280 0.726  C3 1.222
5 N -0.475 -0.645 -0.275  C3 1.347, C6 1.538, H8 1.034
6 C -1.902 -0.135 -0.014  N5 1.538, H9 1.075, H10 1.098, H11 1.113
7 H 4.105 0.278 -0.007  C1 1.071
8 H -0.096 -1.446 -0.809  N5 1.034
9 H -2.545 -0.996 -0.015  C6 1.075
10 H -2.186 0.600 -0.778  C6 1.098
11 H -2.078 0.404 0.944  C6 1.113

Energy ... -7764.242 eV
LUMO level ... 0.93 eV
2S+1 ... 1
ΔE to the lowest compared entry with this formula, charge and spin ... 52.7 kcal per mole
SMILES ... C#CC(=O)NC